# 1
Here is a 2-piece molecular cluster, C2BrNO2 overall in a non-equilibrium geometry from the Open Molecules 2025 dataset. Energies are from wB97M-V/def2-TZVPD.

Geometry as ORCA input:
```
! wB97M-V def2-TZVPD RIJCOSX def2/J DEFGRID3
* xyz 0 1
O -1.1897 -0.9407 -1.4880
C 1.5813 -0.2561 -0.1140
Br -1.6009 0.8857 1.6546
O 2.4616 0.4109 0.1643
C -0.8383 -0.3798 -0.5658
N -0.4139 0.2799 0.3490
*
```

HOMO level (eV): -10.319
Frontier orbital gap (eV): 9.357
Electronic energy (hartree): -2855.3919

=====

# 2
Here is the molecule C2BrNO2 in a non-equilibrium geometry from the Open Molecules 2025 dataset. Energies are from wB97M-V/def2-TZVPD.

Geometry as ORCA input:
```
! wB97M-V def2-TZVPD RIJCOSX def2/J DEFGRID3
* xyz 0 1
C -0.6205 0.3404 -0.1332
O -2.8275 -0.3988 -0.0942
N -1.6840 -0.1151 0.0031
O 0.6227 0.6033 0.0463
C 1.3627 -0.4700 0.2173
Br 3.1466 0.0403 -0.0392
*
```

HOMO level (eV): -9.997
Frontier orbital gap (eV): 8.965
Electronic energy (hartree): -2855.2196

=====

# 3
Here is a 2-piece molecular cluster, C2BrO4 overall in a non-equilibrium geometry from the Open Molecules 2025 dataset. Energies are from wB97M-V/def2-TZVPD.

Geometry as ORCA input:
```
! wB97M-V def2-TZVPD RIJCOSX def2/J DEFGRID3
* xyz -1 1
O -1.9102 -1.6161 1.0380
C -1.5939 -1.4789 -0.0756
O -0.1329 1.6059 0.2772
Br 1.8162 -0.6597 -0.3023
O 2.0657 2.0656 0.1572
C 1.1280 1.3741 0.1022
O -1.3728 -1.2909 -1.1966
*
```

HOMO level (eV): -5.071
Frontier orbital gap (eV): 8.493
Electronic energy (hartree): -2951.3267

=====

# 4
Here is C2CdF3MgNO4S2 as an isolated structure in a non-equilibrium geometry from the Open Molecules 2025 dataset. Energies are from wB97M-V/def2-TZVPD.

Geometry as ORCA input:
```
! wB97M-V def2-TZVPD RIJCOSX def2/J DEFGRID3
* xyz 1 2
C -2.3295 -0.6568 0.6570
O -0.6399 0.9442 1.9568
F -3.2748 0.2215 0.9383
C 2.6715 1.1898 -0.7296
F -2.5477 -1.1635 -0.5428
S 0.7207 -1.6358 -0.9647
Cd 2.4744 -0.7680 0.6946
O 3.4029 0.2671 -1.1039
S -0.6663 0.2048 0.7064
O 2.2282 2.2105 -1.2322
N 0.4612 -0.8950 0.6536
Mg 0.5776 0.6796 -2.0295
O -0.7403 1.0232 -0.5611
F -2.3378 -1.6216 1.5571
*
```

HOMO level (alpha / beta) (eV): -12.968 / -13.265
Frontier orbital gap (alpha / beta) (eV): 6.645 / 6.846
Electronic energy (hartree): -1895.4170
⟨S²⟩: 0.755

=====

# 5
Here is a 2-piece molecular cluster, C2Cl2F2N2 overall in a non-equilibrium geometry from the Open Molecules 2025 dataset. Energies are from wB97M-V/def2-TZVPD.

Geometry as ORCA input:
```
! wB97M-V def2-TZVPD RIJCOSX def2/J DEFGRID3
* xyz 0 1
C 1.0445 -0.2430 0.0061
C 0.6792 1.0987 0.2724
F -1.9557 -0.2702 0.2969
N 0.5671 2.1794 0.6052
Cl 1.7733 -0.6341 -1.4722
N -1.1818 -0.5295 -0.8567
Cl 1.1920 -1.3382 1.3570
F -1.3013 -1.8087 -1.0789
*
```

HOMO level (alpha / beta) (eV): -11.154 / -9.378
Frontier orbital gap (alpha / beta) (eV): 9.465 / 8.199
Electronic energy (hartree): -1305.6048

=====

# 6
Here is the molecule C2Cl3F in a non-equilibrium geometry from the Open Molecules 2025 dataset. Energies are from wB97M-V/def2-TZVPD.

Geometry as ORCA input:
```
! wB97M-V def2-TZVPD RIJCOSX def2/J DEFGRID3
* xyz 0 1
Cl -0.6728 1.3901 1.3131
C -0.1652 -0.1097 -0.6051
C 0.2732 0.0990 0.5904
F -0.9300 0.9660 -1.1692
Cl 0.3856 -1.4662 -1.6949
Cl 1.1091 -0.8793 1.5657
*
```

HOMO level (eV): -9.934
Frontier orbital gap (eV): 10.303
Electronic energy (hartree): -1556.5836

=====

# 7
Here is a 2-piece molecular cluster, C2Cl3F2NO overall in a non-equilibrium geometry from the Open Molecules 2025 dataset. Energies are from wB97M-V/def2-TZVPD.

Geometry as ORCA input:
```
! wB97M-V def2-TZVPD RIJCOSX def2/J DEFGRID3
* xyz 0 1
O 1.8976 0.7818 -0.7850
F 0.0109 -2.0255 -0.3271
Cl -2.6951 -0.2184 0.3651
C -0.9093 0.2323 0.1751
Cl -0.5096 1.6016 1.3252
Cl -0.9054 0.9048 -1.5019
F 0.1887 -1.1637 1.6071
N 2.9834 0.7426 -1.1884
C -0.0612 -0.8555 0.3300
*
```

HOMO level (alpha / beta) (eV): -9.516 / -9.031
Frontier orbital gap (alpha / beta) (eV): 9.427 / 7.762
Electronic energy (hartree): -1786.3409

=====

# 8
Here is C2Cl3NO2 as an isolated structure in a non-equilibrium geometry from the Open Molecules 2025 dataset. Energies are from wB97M-V/def2-TZVPD.

Geometry as ORCA input:
```
! wB97M-V def2-TZVPD RIJCOSX def2/J DEFGRID3
* xyz 0 1
C -0.5339 0.1360 1.7082
O -1.2187 -0.1414 -1.5804
Cl -0.9594 1.9037 1.7325
O -0.9673 -0.6156 1.0039
Cl 1.7961 1.1588 -1.5992
N -0.2127 0.1946 -1.1298
Cl 0.5834 -0.3346 2.8776
C 0.6010 0.8179 -0.3740
*
```

HOMO level (eV): -10.056
Frontier orbital gap (eV): 8.771
Electronic energy (hartree): -1661.8329